(1)
This record from the OMol25 dataset describes C26H42BrN3P2SV as an isolated structure in a non-equilibrium geometry. The level of theory is ωB97M-V/def2-TZVPD.

The value obtained for the total energy is -5778.230196 Ha. The value obtained for the energy above the lowest of the compared OMol25 structures with the same formula, charge and spin is 108.0 kcal/mol. For the orbital gap (alpha / beta), the calculation gives 0.2611 / 0.1529 Ha. As for the lowest unoccupied orbital energy (alpha / beta): -5.760 / -7.886 eV.

The geometry in ORCA input format:
```
! wB97M-V def2-TZVPD RIJCOSX def2/J DEFGRID3
* xyz 2 4
Br -3.8978 0.7756 2.6597
V -0.1329 0.5117 -0.8074
S 0.8204 0.6658 3.0760
P 2.0893 -0.7998 1.2836
P -1.2981 -1.5862 -0.0920
N -0.9692 -0.5864 4.6458
N -0.8835 7.2570 -5.1665
N 1.1241 -0.3065 5.5676
C -0.3632 5.1774 -3.4157
C -0.2644 3.9970 -2.5220
C -3.0262 1.3092 1.2096
C -2.6545 -2.3407 1.0588
C 4.9788 -0.6875 1.8225
C -1.3891 2.2177 -0.9365
C -0.1460 -3.0058 -0.3744
C 2.2788 -2.4028 2.2451
C -3.9436 -3.1579 0.7031
C 2.4506 -1.0260 -0.5848
C -0.8778 1.9749 0.4100
C -0.9982 6.0111 -5.6109
C -0.1962 -4.3141 -1.1529
C -3.6295 1.7448 0.0241
C 3.6399 0.0483 1.8181
C -2.8338 2.2562 -0.9970
C 3.2156 -3.5169 1.7775
C -2.1442 -1.0139 -1.5750
C -2.4540 -1.7689 -2.8754
C -0.7212 4.9324 -4.7551
C -0.2284 6.5307 -3.0022
C 0.3081 -0.1441 4.5118
C 3.4511 -0.0507 -1.2270
C -1.6002 1.0033 1.1708
C -0.4583 2.9564 -1.8510
C -0.5153 7.5515 -3.9303
H 2.0661 0.1194 5.5102
H -1.3247 5.8359 -6.6381
H 4.2641 -3.2091 1.7026
H -3.7139 -4.1151 0.1821
H 5.7394 0.0669 2.0640
H -1.3272 -0.8206 5.5655
H -0.8818 -4.3321 -2.0060
H 3.4189 -0.1644 -2.3236
H 3.2310 1.0111 -0.9943
H 5.0313 -1.4560 2.6043
H 3.1813 -4.3182 2.5292
H -0.4518 8.6053 -3.6448
H 0.1450 2.3025 0.5408
H 0.6597 -2.5233 -0.9362
H 2.6252 -2.0441 3.2282
H 1.2635 -2.8037 2.3870
H 4.4818 -0.2891 -0.9354
H 0.7742 -0.4595 6.5004
H -2.1401 -2.8846 1.8759
H 1.4763 -0.9751 -1.1834
H -1.5611 -2.1853 -3.3343
H -4.7274 1.6670 -0.0706
H -1.2695 0.1278 1.7610
H -3.3337 2.7075 -1.8736
H -1.6560 -0.3444 3.9415
H 2.8570 -2.0651 -0.5929
H -3.0356 -1.4330 1.5707
H -3.1063 -0.6126 -1.2428
H 0.3142 -3.1982 0.6161
H 2.9201 -3.9724 0.8251
H -2.8685 -1.0554 -3.6054
H -4.4846 -3.4152 1.6551
H -0.4037 -5.1557 -0.4849
H -4.6427 -2.5263 0.1107
H 3.6963 0.9471 1.1900
H -0.8308 3.9223 -5.1411
H 0.0602 6.8131 -1.9979
H 3.4117 0.3970 2.8358
H 5.2510 -1.1234 0.8514
H 0.8140 -4.5491 -1.5506
H -1.4729 -0.1263 -1.8287
H -3.1808 -2.5787 -2.7711
*
```



(2)
This record from the OMol25 dataset describes a 6-piece molecular cluster, C26H42ClN4O12S overall in a non-equilibrium geometry. The level of theory is ωB97M-V/def2-TZVPD.

The value obtained for the total energy is -2995.769457 Ha. For the orbital gap, the calculation gives 0.2862 Ha. As for the lowest unoccupied orbital energy: -3.376 eV.

The geometry in ORCA input format:
```
! wB97M-V def2-TZVPD RIJCOSX def2/J DEFGRID3
* xyz 1 1
Cl -1.4504 -2.6135 5.5452
S -0.7473 -2.9822 3.6149
O -1.8950 -3.4863 2.6593
O -3.6804 3.4901 0.8587
O 0.2990 -4.1642 3.6288
O 2.8623 1.7830 -8.5100
O -2.7213 1.6921 -0.1795
O 0.9727 1.5475 5.9665
O 0.8787 1.2971 -3.8707
O 1.8090 3.5297 -9.5446
O -0.0804 3.0951 -2.8324
O -0.2668 -8.1664 -1.6942
O 1.2760 -6.7295 -0.8078
O 3.1168 0.8155 6.2789
N -5.7886 -0.9021 3.5672
N -5.3317 0.3924 3.2394
N -3.3954 -0.9249 3.4413
N -2.9907 1.5572 2.8797
C 1.2456 0.9803 -5.2126
C -2.3544 1.3753 -1.5214
C 3.0258 0.3794 8.5683
C 5.0757 2.4074 -8.8980
C -3.8224 0.4986 3.1530
C 4.1901 1.5285 -8.0541
C -3.3298 2.9142 -0.1579
C 0.4262 -0.2637 3.8132
C 4.1973 3.6038 -9.1634
C 0.0854 -7.3977 -0.8148
C 1.6129 0.5179 8.0605
C 1.4013 -6.0088 0.4172
C -3.2530 2.2174 -2.3888
C 0.3470 1.8224 -6.0800
C -3.4573 3.4538 -1.5503
C -0.0071 -5.8350 0.9223
C -0.7492 0.8370 4.1205
C -0.6919 -7.0839 0.4276
C 0.0023 -1.4686 2.7859
C -1.4639 1.4825 2.7939
C 3.8040 0.1052 7.3080
C -4.5864 -1.8136 3.7326
C 2.8254 3.0015 -9.1249
C 0.1427 3.0588 -5.2415
C 0.2702 2.5192 -3.8491
C 1.8275 1.0357 6.6705
H 3.8158 -0.9589 7.0499
H 0.9286 3.7999 -5.4110
H -4.4447 3.8913 -1.7147
H -0.4638 -4.9553 0.4526
H -2.4995 0.3060 -1.7007
H 2.0204 -6.5942 1.1052
H -0.5870 -7.9123 1.1336
H 4.4269 0.4682 -8.1816
H -1.1910 0.9686 1.7787
H 1.0163 -1.8459 2.2812
H 1.4222 0.2248 3.4337
H 1.1030 -0.4480 8.0073
H 3.3531 1.3298 9.0070
H -2.6714 4.1949 -1.7198
H 1.0385 1.2269 8.6611
H 2.3043 1.2230 -5.3519
H -0.6936 -1.1502 1.9007
H -1.2957 1.6180 -1.6607
H -1.5456 0.4256 4.9090
H 6.0220 2.6586 -8.4116
H -3.4560 2.4904 2.6719
H -4.4989 -2.9503 4.0160
H -6.7626 -1.2605 3.6799
H -5.9992 1.2013 3.0675
H -0.8447 3.4963 -5.4059
H 1.8896 -5.0477 0.2314
H 4.2481 1.7796 -6.9898
H 4.4064 4.0462 -10.1401
H -2.8295 2.4230 -3.3755
H 1.1005 -0.0890 -5.3919
H -0.2132 1.7442 4.6816
H 5.3052 1.9031 -9.8446
H -0.0628 -5.7056 2.0064
H 3.1442 -0.4002 9.3255
H -1.7442 -6.9005 0.1986
H -0.6137 1.3131 -6.2235
H 4.2808 4.3536 -8.3718
H -1.1047 2.6162 2.6997
H 0.6739 -0.7827 4.8595
H -4.2137 1.7082 -2.5323
H 0.7705 2.0280 -7.0667
H 4.8348 0.4644 7.3788
*
```



(3)
This record from the OMol25 dataset describes C26H42F5MgN3NaO8 as an isolated structure in a non-equilibrium geometry. The level of theory is ωB97M-V/def2-TZVPD.

The value obtained for the total energy is -2642.758461 Ha. For the orbital gap, the calculation gives 0.1186 Ha. As for the lowest unoccupied orbital energy: -5.767 eV.

The geometry in ORCA input format:
```
! wB97M-V def2-TZVPD RIJCOSX def2/J DEFGRID3
* xyz 1 1
Mg -2.2288 1.5056 9.0491
Na 5.4535 -3.6222 -3.1217
F 5.7675 0.2606 -2.8936
F 6.2747 -2.0138 -3.4265
F -2.4811 5.6431 9.7123
F 0.6366 -6.5851 -0.5007
F 4.0298 -1.1809 -3.9616
O -0.1103 2.8064 4.2934
O 0.2834 5.5094 4.0237
O -2.3768 5.9728 7.9058
O -4.8019 1.0380 11.8322
O 4.6198 -1.5765 -1.6781
O -2.6959 3.2656 8.2259
O 1.0456 5.8707 1.4843
O 0.7889 3.4864 1.7293
N 1.3322 -1.1596 -1.3520
N 0.0616 -2.7734 0.2441
N -0.9700 -0.5710 -0.6190
C -1.4035 2.9700 6.2666
C -0.6262 3.5210 5.1455
C 1.2945 -3.6157 0.0106
C 1.6617 1.4336 0.3990
C 0.0511 -1.4951 -0.5603
C 0.8440 4.5271 -0.7810
C -1.2249 -3.5564 0.1420
C 3.8006 -0.5490 -1.0127
C -0.0648 -3.6702 -3.4828
C -4.3161 -0.3482 -5.8551
C -1.8326 5.2563 7.0724
C -1.9664 3.7768 7.1683
C -0.4695 4.9997 5.0655
C -1.0354 5.8065 5.9653
C 2.0991 -0.0555 0.9446
C 2.5959 -2.6276 0.3617
C -2.2373 -2.0247 -6.4805
C 0.9142 4.6762 0.8590
C 5.1544 -1.1117 -2.9696
C -1.8492 -3.6926 -1.3667
C 2.4432 -1.1274 -0.2827
C -0.8959 -2.4871 -4.2542
C 1.9493 2.5787 1.5579
C -0.7414 -2.4779 -5.8870
C -0.9401 -4.5602 -2.4212
C -2.6597 -0.4985 -6.0303
H 0.5824 4.7272 3.5108
H -4.6903 0.7096 -6.2624
H -4.5903 -0.4615 -4.7040
H -1.4946 1.8928 6.3230
H -4.9100 -1.1722 -6.4521
H 2.2912 1.7630 -0.5593
H -2.0643 -2.5426 -4.0153
H -0.1991 -5.2656 -1.8082
H -1.2031 0.0281 -1.4526
H -0.9314 6.8832 5.9178
H -0.0267 -1.5675 -6.1601
H -1.6626 -5.2887 -2.9994
H -0.4612 -1.4533 -3.8546
H -2.0104 -3.0637 0.8893
H 0.2103 5.3791 -1.2931
H 2.9442 3.1269 1.2603
H 2.1460 1.9820 2.5628
H 0.9067 -3.1843 -3.0391
H 3.1384 0.0994 1.5115
H -2.2632 0.2754 -6.8484
H 0.3094 -4.4288 -4.3245
H 2.5626 -2.5056 1.5461
H -2.2057 -0.1435 -5.0117
H 4.5193 -0.0193 -0.2221
H -1.0407 -4.6470 0.5460
H -4.9798 1.6381 12.5332
H 0.3268 3.4829 -1.0049
H -3.0000 4.0481 8.7355
H 3.4500 0.2854 -1.7824
H 3.6052 -3.1721 0.1238
H -2.2796 -2.1810 -7.6621
H -2.8739 -4.2945 -1.2468
H -3.0274 -2.7536 -5.9663
H 1.3494 -0.4978 1.7432
H 1.3110 -4.5285 0.7439
H -1.5216 -0.3823 0.2716
H -2.1847 -2.6256 -1.7839
H 1.9656 4.5264 -1.1762
H -0.3517 -3.4814 -6.3454
H 0.5074 1.5065 0.1281
H 1.4428 -3.9945 -1.0860
H 1.2298 -0.2236 -1.8071
*
```



(4)
This record from the OMol25 dataset describes C26H43BN7O2PtS3 as an isolated structure. The level of theory is ωB97M-V/def2-TZVPD.

The value obtained for the total energy is -2888.307271 Ha. The value obtained for the energy above the lowest of the compared OMol25 structures with the same formula, charge and spin is 0.0 kcal/mol. For the orbital gap, the calculation gives 0.2195 Ha. As for the lowest unoccupied orbital energy: -10.659 eV.

The geometry in ORCA input format:
```
! wB97M-V def2-TZVPD RIJCOSX def2/J DEFGRID3
* xyz 3 1
Pt 0.7113 -0.1339 -0.2270
S 0.9569 0.1144 2.0280
S -0.5977 -1.3601 -1.8033
S 1.0073 1.0651 -2.2472
O 2.5925 -3.2354 1.3725
O 1.7804 -1.8732 -0.2023
N -1.0982 2.5606 -3.2398
N -1.2011 1.6474 1.3785
N -0.6129 1.9436 3.4631
N -2.7566 -2.3597 -0.3309
N -2.1225 -0.3140 0.1131
N -1.4570 1.7445 -1.2390
N 5.0391 -3.3066 0.5148
C 0.0177 1.9406 4.8552
C -4.0553 -4.4571 -0.3929
C 0.8868 3.5307 -4.3500
C -1.5477 -4.4899 -0.4382
C -2.8029 -3.7624 -0.9112
C -0.3810 1.5916 -5.3903
C -2.3744 2.9382 -2.8480
C -2.6030 2.4271 -1.6235
C -1.3812 3.8795 -5.3089
C 6.2076 -2.5682 1.1364
C -1.0749 1.5147 5.8334
C 4.1351 -2.2963 -0.1564
C -2.8743 -3.6472 -2.4303
C -1.8971 -1.3952 -0.6556
C -0.5659 1.8374 -2.2519
C -1.7017 2.7612 3.2028
C -0.4744 2.8880 -4.5913
C 0.5006 3.3631 5.1252
C -3.1559 -0.6208 0.9836
C 4.7649 -0.9353 0.1708
C -2.0671 2.5818 1.9177
C -0.3229 1.2826 2.3378
C -3.5601 -1.8762 0.6877
C 1.1848 0.9716 4.9347
C 6.2468 -1.2609 0.3636
C 2.7297 -2.4994 0.4186
B -1.2462 0.9265 0.0299
H -1.5090 4.8035 -4.7439
H 7.1011 -3.1811 1.0626
H -4.3573 -2.4582 1.1114
H 4.3438 -0.5390 1.0990
H 1.2945 3.8458 -5.3098
H -1.9650 -3.2244 -2.8640
H -1.5541 -5.5020 -0.8411
H -2.1150 3.4133 3.9501
H 0.0517 1.8111 -6.3656
H 1.5620 1.0119 5.9559
H -2.3551 3.4534 -5.5505
H 1.2502 3.6714 4.3957
H -4.9647 -3.9205 -0.6663
H 2.0065 1.2565 4.2778
H -0.9047 4.1376 -6.2530
H -4.0267 -4.6121 0.6861
H 4.4456 -3.7755 1.2196
H 6.7409 -1.3980 -0.5997
H -3.4837 2.4813 -1.0073
H -2.8487 3.0537 1.3481
H -1.5253 -4.5594 0.6498
H 4.1361 -2.4897 -1.2275
H -0.3119 4.0888 5.1236
H 0.3159 1.3540 -0.0928
H -1.9140 2.2089 5.8524
H 0.9571 3.3916 6.1136
H 0.8032 4.4109 -3.7123
H -4.1054 -5.4421 -0.8535
H -1.3702 1.1613 -5.5493
H -2.9809 -4.6459 -2.8518
H -3.0101 3.5398 -3.4701
H 0.2549 0.8508 -4.9071
H -3.7339 -3.0548 -2.7448
H -1.4450 0.5152 5.6009
H 4.5874 -0.2145 -0.6243
H 1.6158 2.8447 -3.9147
H -3.5205 0.0705 1.7229
H 0.8855 -0.0596 4.7461
H 5.3596 -4.0104 -0.1477
H -0.6369 -3.9966 -0.7788
H 5.9643 -2.4141 2.1858
H -0.6523 1.4926 6.8369
H 6.7851 -0.4890 0.9084
*
```



(5)
This record from the OMol25 dataset describes C26H43CrN3O3P as an isolated structure in a non-equilibrium geometry. The level of theory is ωB97M-V/def2-TZVPD.

The value obtained for the total energy is -2791.636572 Ha. The value obtained for the energy above the lowest of the compared OMol25 structures with the same formula, charge and spin is 50.6 kcal/mol. For the orbital gap (alpha / beta), the calculation gives 0.2375 / 0.1855 Ha. As for the lowest unoccupied orbital energy (alpha / beta): -5.236 / -5.264 eV.

The geometry in ORCA input format:
```
! wB97M-V def2-TZVPD RIJCOSX def2/J DEFGRID3
* xyz 2 4
Cr -0.7424 0.5481 1.9654
P 0.6570 -1.3316 -2.2592
O 2.3809 1.0856 0.4108
O 1.2264 0.2167 -2.1506
O 0.0743 -1.0408 2.8483
N -1.8926 0.4355 0.1666
N -1.5184 2.4957 1.8753
N 0.8396 -0.7248 3.9420
C -2.6347 2.6460 0.8427
C 0.7470 -2.7670 -4.6796
C -0.7933 4.9265 1.5785
C -2.9464 1.2842 3.4971
C -0.5182 -1.3141 -0.8565
C 1.6585 0.3572 3.8928
C 2.5495 -0.2540 6.0439
C -0.3840 3.4467 1.6230
C 1.6809 -1.3471 6.0749
C 1.9794 -2.4400 -1.5017
C 0.1819 1.3141 -2.2427
C -3.9236 1.2004 -0.8243
C -3.9477 0.0995 -1.6922
C 3.2829 -2.3203 -2.2983
C 1.5292 -0.4042 -4.7051
C -0.9138 -0.8705 -4.4548
C -2.8138 -0.7178 -1.7376
C 0.4872 -1.3718 -4.0959
C -1.7965 -0.5255 -0.8153
C -2.8285 1.4017 0.0145
C 1.2513 0.8398 0.2677
C 0.8009 -1.5527 5.0157
C 2.3068 -2.1033 -0.0316
C 2.5671 0.5784 4.9177
C -2.0363 2.4828 3.2953
C 1.4793 -3.8990 -1.4849
H 1.1416 -4.2573 -2.4641
H -2.7559 -1.4967 -2.4947
H 3.2378 1.4305 4.8382
H -0.8836 0.9965 -2.0540
H 3.9309 -3.1344 -1.9544
H -2.4157 3.5178 0.1924
H -0.6729 -2.2440 -0.2291
H 3.1465 -2.7398 0.2824
H 1.7733 -3.1074 -4.4808
H 1.6567 -2.0377 6.9199
H 1.6162 0.9783 2.9872
H 0.3559 3.2721 2.4247
H 3.1770 -2.4393 -3.3806
H 0.0870 5.5228 1.8608
H 2.6732 -1.0864 0.0955
H -2.5474 3.4261 3.4755
H -1.6072 5.1639 2.2851
H -4.7963 -0.0631 -2.3646
H -1.0256 -0.8460 -5.5463
H 1.2447 0.6355 -4.5411
H -3.5088 1.4297 4.4230
H 2.5222 -0.5727 -4.2763
H -1.6901 -1.5404 -4.0786
H 0.0393 -3.5287 -4.3193
H 0.5367 2.0703 -1.5188
H -1.1566 2.4411 3.9440
H -1.0766 0.1419 -4.0657
H 2.3271 -4.5300 -1.1767
H -3.5606 2.9032 1.3777
H 1.4780 -2.2974 0.6634
H 0.3086 -0.6516 -0.2943
H -2.3721 0.3393 3.5946
H 3.8081 -1.3833 -2.0806
H -3.6749 1.1511 2.6903
H 3.2452 -0.0821 6.8621
H 0.1860 1.7650 -3.2560
H 1.5887 -0.5823 -5.7876
H -4.7723 1.8625 -0.6813
H 0.6867 -4.0632 -0.7433
H 0.0843 3.1248 0.6679
H 0.1024 -2.3901 4.9772
H -1.0768 5.2337 0.5595
H 0.6498 -2.7067 -5.7751
*
```